[1]
Formula: C33H48P2Rh
Source: the Open Molecules 2025 dataset
Level of theory: ωB97M-V with the def2-TZVPD basis set

```
84
Properties=species:S:1:pos:R:3:mulliken_charge:R:1
Rh 0.12 -0.37 -0.59 -0.424
C -0.92 -1.82 0.80 0.344
C 0.42 -2.22 0.37 0.291
C 0.61 -0.53 1.99 1.131
C -0.76 -0.82 1.84 1.122
C 1.36 -1.34 1.05 0.269
C -2.20 -2.44 0.38 -1.828
H -2.12 -2.86 -0.62 0.306
H -3.02 -1.71 0.40 0.416
H -2.49 -3.25 1.07 0.341
C -1.89 -0.14 2.53 -1.325
H -2.86 -0.55 2.24 0.457
H -1.86 0.95 2.30 0.190
H -1.81 -0.25 3.63 0.318
C 1.20 0.50 2.88 -1.180
H 1.11 0.22 3.95 0.289
H 0.67 1.46 2.72 0.163
H 2.27 0.65 2.67 0.374
C 2.84 -1.38 0.95 -1.794
H 3.27 -2.03 1.73 0.350
H 3.27 -0.38 1.09 0.379
H 3.16 -1.77 -0.02 0.303
C 0.77 -3.32 -0.58 -1.292
H 0.98 -4.25 -0.04 0.342
H 1.66 -3.07 -1.17 0.290
H -0.06 -3.52 -1.28 0.270
C -1.78 1.47 -6.60 -0.250
C -1.83 0.13 -6.63 -0.697
C -1.06 -0.81 -7.52 -0.627
C 0.34 -0.32 -7.97 -0.927
C 1.24 0.16 -6.87 -0.081
C 1.29 1.39 -6.35 -0.578
C 0.51 2.61 -6.78 -0.534
C -0.87 2.35 -7.41 -0.982
H -1.63 -1.05 -8.43 0.328
H 0.22 0.46 -8.73 0.285
H -0.96 -1.76 -6.97 0.284
H -0.74 1.95 -8.42 0.319
H -2.52 2.02 -6.01 0.370
H -2.61 -0.38 -6.05 0.832
H -1.36 3.33 -7.53 0.415
H 0.40 3.25 -5.88 0.286
H 2.06 1.62 -5.61 0.504
H 1.09 3.22 -7.49 0.369
H 0.83 -1.17 -8.48 0.425
H 1.97 -0.59 -6.54 0.373
P -1.27 0.22 -2.23 1.060
C -2.77 1.18 -1.99 -1.182
C -1.55 -1.25 -3.25 -0.814
P 1.49 0.76 -1.92 0.968
C 0.09 1.18 -3.07 -0.054
C 2.53 -0.44 -2.78 -1.194
C 2.43 2.19 -1.41 -1.256
H -2.60 1.91 -1.19 0.313
H -3.57 0.49 -1.69 0.402
H -3.04 1.69 -2.93 0.351
H -1.66 -0.96 -4.30 -0.173
H -2.46 -1.74 -2.88 0.435
H -0.70 -1.93 -3.12 0.242
H 2.73 2.77 -2.30 0.403
H 3.32 1.85 -0.87 0.400
H 1.81 2.81 -0.74 0.342
H -0.11 2.26 -3.08 0.423
H 0.28 0.79 -4.09 -0.527
H 3.46 -0.54 -2.21 0.390
H 2.73 -0.08 -3.79 0.357
H 2.02 -1.41 -2.80 0.220
C -1.71 5.39 4.64 -0.638
C -1.50 4.03 4.93 -0.657
C -1.19 3.16 3.89 -0.293
C -1.07 3.61 2.56 1.864
C -0.73 2.77 1.51 -0.518
C -0.59 3.19 0.22 -1.382
C -0.81 4.59 -0.09 -1.432
C -1.16 5.47 0.92 -0.969
C -1.29 5.03 2.26 0.726
C -1.61 5.86 3.34 -0.689
H -1.96 6.09 5.45 0.375
H -1.58 3.67 5.97 0.395
H -1.02 2.10 4.08 0.132
H -0.32 2.50 -0.56 1.520
H -0.70 4.91 -1.13 0.484
H -1.33 6.53 0.68 0.337
H -1.76 6.90 3.09 0.419
```

For the relative energy (zero: lowest compared OMol25 entry of this formula, charge and spin), the calculation gives 0.0 kcal/mol. As for the LUMO energy (alpha / beta): -1.926 / -4.184 eV. The total energy comes out at -56574.9521 eV. As for the multiplicity: 5. For the HOMO-LUMO gap (alpha / beta), the calculation gives 5.76 / 6.37 eV. Its total charge is +1. Its expectation value of S² is 6.0303.



[2]
Formula: C33H49Cl6F5N5O8S2
Source: the Open Molecules 2025 dataset
Level of theory: ωB97M-V with the def2-TZVPD basis set

```
108
Properties=species:S:1:pos:R:3:mulliken_charge:R:1
N 0.46 0.91 -0.90 -0.234
S -0.71 1.28 0.00 0.518
O -1.11 0.43 1.14 -0.031
O -1.72 2.12 -0.63 -0.474
F 0.11 2.44 0.81 -0.282
S -0.26 -0.48 -1.56 0.171
O -1.52 -0.35 -2.26 -0.314
O -0.08 -1.74 -0.83 -0.910
F 0.69 -0.73 -2.83 -0.222
C 5.85 -0.99 -2.95 -0.798
C 4.88 -1.65 -4.01 0.790
O 5.17 -1.64 -5.22 -0.680
N 3.79 -2.21 -3.61 -0.017
C 2.72 -2.85 -4.30 -0.461
H 5.50 -0.01 -2.63 0.015
H 6.75 -0.70 -3.51 0.329
H 5.94 -1.70 -2.13 0.320
H 3.46 -2.04 -2.67 0.076
H 2.27 -3.52 -3.58 -0.139
H 3.10 -3.58 -5.01 0.400
H 2.09 -2.09 -4.78 0.249
C 3.86 2.12 -0.99 -0.617
C 4.14 0.80 -0.30 0.599
O 5.04 0.59 0.44 -0.700
N 3.17 -0.07 -0.47 0.934
C 3.07 -1.34 0.24 -1.020
H 3.77 2.86 -0.19 0.130
H 2.93 2.08 -1.55 -0.049
H 4.64 2.49 -1.66 0.496
H 2.21 0.17 -0.70 -0.137
H 2.24 -1.40 0.93 0.248
H 3.95 -1.50 0.86 0.442
H 2.80 -2.09 -0.50 0.089
C 0.98 2.88 -3.99 -0.556
C 1.37 4.10 -3.21 0.758
O 1.88 5.16 -3.67 -0.763
N 1.11 3.90 -1.95 0.599
C 1.35 4.93 -0.92 -1.188
H 0.48 3.13 -4.93 0.424
H 0.33 2.45 -3.24 -0.069
H 1.81 2.18 -4.03 0.182
H 0.76 2.98 -1.75 -0.495
H 2.37 5.02 -0.55 0.284
H 0.71 4.73 -0.06 0.319
H 1.10 5.91 -1.31 0.429
C -2.03 -4.14 0.89 -0.570
C -0.99 -5.06 0.27 0.958
O -1.08 -6.29 0.39 -0.259
N 0.04 -4.48 -0.41 0.336
C 1.17 -5.09 -1.10 -0.400
H -2.63 -4.72 1.58 0.472
H -2.84 -3.64 0.34 0.265
H -1.53 -3.34 1.43 -0.268
H -0.10 -3.48 -0.46 0.380
H 0.99 -5.92 -1.79 0.364
H 1.99 -5.35 -0.43 0.360
H 1.70 -4.41 -1.75 -0.318
C -3.11 2.56 3.00 0.657
Cl -4.73 2.55 2.31 -0.185
Cl -2.31 4.06 2.62 -0.147
H -3.26 2.55 4.08 0.436
H -2.57 1.74 2.54 -0.788
C -2.78 5.01 -1.17 0.768
Cl -3.79 6.22 -0.29 -0.183
Cl -1.57 6.03 -2.00 -0.171
H -2.25 4.35 -0.48 -0.437
H -3.37 4.49 -1.93 -0.015
C -3.28 1.00 -4.58 0.734
Cl -4.34 2.35 -4.09 -0.172
Cl -3.07 0.78 -6.34 -0.203
H -2.29 1.24 -4.18 -0.412
H -3.58 0.02 -4.23 0.065
F 1.24 -2.96 3.55 -0.315
C -0.03 -2.76 4.22 0.294
C -0.28 -3.38 5.47 -0.674
C -1.50 -3.22 6.13 -0.346
C -2.56 -2.64 5.43 -0.743
C -2.27 -2.09 4.23 -0.653
C -1.05 -2.10 3.56 0.685
H 0.54 -3.93 5.92 0.430
H -1.57 -3.49 7.17 0.404
H -3.50 -2.53 5.95 0.415
H -3.08 -1.62 3.69 0.449
H -0.90 -1.57 2.63 0.186
F -3.98 -0.17 1.68 -0.152
C -4.71 -0.72 0.66 0.340
C -4.82 -0.02 -0.54 -0.148
C -5.27 -0.71 -1.70 -0.473
C -5.58 -2.01 -1.67 -0.729
C -5.53 -2.70 -0.44 -0.473
C -5.08 -2.07 0.74 -0.783
H -4.45 0.97 -0.77 0.460
H -5.48 -0.23 -2.65 0.572
H -5.84 -2.65 -2.50 0.406
H -5.80 -3.74 -0.43 0.412
H -4.99 -2.66 1.63 0.597
F 1.59 2.62 6.74 -0.308
C 1.82 2.43 5.43 -0.093
C 1.04 1.56 4.65 -0.539
C 1.26 1.35 3.30 0.074
C 2.33 2.09 2.68 0.029
C 3.19 2.87 3.43 -0.804
C 2.84 3.09 4.75 -0.320
H 0.25 0.98 5.10 0.488
H 0.49 0.74 2.84 0.229
H 2.51 1.96 1.63 0.367
H 3.98 3.42 2.94 0.436
H 3.39 3.86 5.26 0.366
```

As for the LUMO energy (alpha / beta): -1.594 / -6.693 eV. The total energy comes out at -169232.7858 eV. As for the multiplicity: 2. For the HOMO-LUMO gap (alpha / beta), the calculation gives 7.33 / 2.23 eV. Its expectation value of S² is 0.7550.



[3]
Formula: C33H50ClPRu
Source: the Open Molecules 2025 dataset
Level of theory: ωB97M-V with the def2-TZVPD basis set

```
86
Properties=species:S:1:pos:R:3:mulliken_charge:R:1
Ru 1.06 0.22 1.31 -1.558
P 0.28 0.59 -0.81 0.942
Cl 2.20 2.28 1.41 -0.499
C -3.32 -1.60 -0.26 -0.706
H -4.31 -1.70 -0.72 0.315
H -3.08 -0.54 -0.34 0.296
C 2.12 0.74 -1.29 -0.932
C -0.59 2.22 -0.92 0.316
C 2.42 0.76 -2.80 -0.558
H 2.43 1.72 -0.91 0.949
C 3.87 1.19 -2.91 -1.055
H 2.25 -0.24 -3.25 0.212
H 1.76 1.47 -3.36 0.010
C 4.83 0.32 -2.09 -0.707
H 4.14 1.20 -3.96 0.454
H 3.97 2.24 -2.63 0.397
C 4.37 0.10 -0.66 -0.982
H 4.89 -0.66 -2.58 0.282
H 5.83 0.78 -2.12 0.426
C 2.92 -0.31 -0.54 -0.044
H 5.00 -0.63 -0.16 0.453
H 4.48 1.02 -0.08 0.339
H 2.76 -1.28 -1.01 0.251
H 2.66 -0.34 0.57 0.219
C -0.46 -0.54 -2.16 1.662
C -2.09 2.09 -1.25 -0.179
H -0.50 2.64 0.10 0.949
C -2.81 3.44 -1.33 -1.054
H -2.26 1.52 -2.18 0.053
H -2.64 1.57 -0.47 0.035
C -2.10 4.41 -2.29 -0.708
H -3.84 3.28 -1.68 0.413
H -2.86 3.86 -0.31 0.367
C -0.58 4.51 -2.08 -1.127
H -2.29 4.08 -3.32 0.296
H -2.55 5.40 -2.18 0.396
C 0.11 3.15 -1.93 -0.288
H -0.12 5.03 -2.94 0.429
H -0.34 5.11 -1.19 0.398
H 0.15 2.66 -2.93 0.051
H 1.15 3.30 -1.63 0.250
C 0.28 -1.88 -2.42 -0.710
H -1.45 -0.77 -1.72 -0.398
C -0.56 -2.78 -3.34 -0.928
H 1.27 -1.71 -2.87 0.352
H 0.49 -2.43 -1.49 0.202
C -0.90 -2.12 -4.68 -0.796
H -0.03 -3.72 -3.50 0.406
H -1.50 -3.04 -2.82 0.308
C -1.47 -0.71 -4.51 -1.210
H 0.02 -2.05 -5.28 0.348
H -1.60 -2.75 -5.24 0.441
C -0.65 0.14 -3.55 -0.606
H -1.54 -0.21 -5.47 0.393
H -2.49 -0.78 -4.13 0.409
H 0.33 0.31 -4.01 0.192
H -1.12 1.13 -3.46 0.034
C -0.02 -1.32 1.01 1.859
C -2.64 -2.48 0.42 -0.103
H -0.16 -1.75 -0.08 -1.620
C -2.79 -2.81 1.91 -1.145
H -1.87 -2.98 -0.04 0.383
C -1.81 -2.47 3.04 -0.251
H -3.78 -2.60 2.23 0.464
H -2.77 -3.89 1.93 0.356
C -0.47 -3.15 2.92 -1.060
H -1.61 -1.40 3.16 0.200
H -2.21 -2.82 4.01 0.426
C 0.38 -2.48 1.82 -0.868
H 0.11 -3.21 3.87 0.348
H -0.62 -4.18 2.63 0.386
H 1.26 -2.12 2.26 0.515
H 0.71 -3.24 1.11 0.385
C 0.31 0.39 2.96 -0.844
C 0.01 0.28 4.18 0.710
C 0.04 0.16 5.61 0.189
C -1.11 0.67 6.27 -0.522
C -1.13 0.62 7.66 -0.465
C -0.03 0.03 8.38 -0.373
C 1.08 -0.55 7.67 -0.376
C 1.14 -0.51 6.27 -0.391
H -1.92 1.11 5.65 0.325
H -2.00 1.00 8.18 0.356
H -0.04 -0.01 9.51 0.269
H 1.90 -1.07 8.22 0.304
H 1.98 -0.95 5.66 0.341
```

As for the LUMO energy (alpha / beta): 2.553 / 2.542 eV. The total energy comes out at -59417.2392 eV. As for the multiplicity: 6. For the HOMO-LUMO gap (alpha / beta), the calculation gives 5.15 / 6.00 eV. Its total charge is -1. Its expectation value of S² is 8.7742.



[4]
Formula: C33H50FN3O18
Source: the Open Molecules 2025 dataset
Level of theory: ωB97M-V with the def2-TZVPD basis set

```
105
Properties=species:S:1:pos:R:3:mulliken_charge:R:1
C -0.03 3.54 -4.37 -0.907
C -1.21 2.57 -4.31 -0.165
O -1.76 2.31 -3.02 -0.439
C -1.06 1.49 -2.12 1.259
C 0.17 0.85 -2.68 -0.412
N 1.11 0.37 -3.12 -0.729
N -1.96 0.42 -1.66 -0.274
C -2.88 -0.03 -2.43 1.168
C -4.25 -0.24 -1.88 -1.397
C -2.70 -0.43 -3.87 -1.535
C -0.70 2.32 -0.82 3.313
C -0.74 1.36 0.32 -1.604
N -0.86 0.62 1.18 -0.540
C 0.73 2.89 -0.84 -1.547
O 1.59 1.95 -0.24 -0.069
O 2.85 2.11 -0.90 -0.244
C -1.80 3.36 -0.51 -1.312
C -1.49 4.80 -0.93 1.009
C -1.22 5.73 0.25 -1.657
F -2.65 5.31 -1.56 -0.436
H 0.89 3.01 -4.55 0.175
H -0.21 4.29 -5.13 0.422
H 0.09 4.05 -3.41 0.069
H -1.00 1.66 -4.88 0.204
H -2.03 3.04 -4.85 0.580
H -4.26 -0.15 -0.80 0.061
H -4.96 0.41 -2.37 0.382
H -4.54 -1.27 -2.10 0.330
H -3.53 -0.03 -4.45 0.309
H -1.75 -0.14 -4.30 0.332
H -2.83 -1.52 -3.90 0.442
H 0.81 3.82 -0.27 0.454
H 1.09 3.10 -1.85 0.369
H 3.39 1.43 -0.47 0.258
H -1.93 3.37 0.58 0.722
H -2.76 3.09 -0.92 0.256
H -0.70 4.88 -1.68 -0.020
H -2.17 6.06 0.66 0.431
H -0.61 5.24 1.01 0.386
H -0.66 6.60 -0.08 0.396
C 1.76 -1.25 1.15 -1.172
C 2.91 -2.18 1.46 0.294
C 2.52 -3.64 1.40 -0.195
O 3.41 -4.23 2.38 -0.405
C 3.73 -3.27 3.27 0.582
O 4.28 -3.46 4.31 -0.555
O 3.34 -2.05 2.83 -0.264
H 2.06 -0.21 1.12 0.276
H 1.31 -1.51 0.19 0.407
H 1.01 -1.34 1.93 0.226
H 3.78 -1.97 0.82 0.185
H 2.67 -4.09 0.43 0.330
H 1.49 -3.78 1.72 0.157
C 6.57 1.41 -2.58 -1.385
C 5.59 1.44 -3.73 0.532
C 6.16 1.95 -5.03 -0.543
O 5.01 2.53 -5.66 -0.339
C 4.16 2.91 -4.68 0.561
O 3.21 3.61 -4.84 -0.541
O 4.54 2.39 -3.49 -0.228
H 6.12 0.95 -1.70 0.274
H 7.46 0.85 -2.85 0.394
H 6.86 2.43 -2.30 0.357
H 5.13 0.46 -3.86 0.241
H 6.57 1.16 -5.66 0.332
H 6.91 2.73 -4.89 0.310
C -4.87 -6.03 0.49 -1.417
C -6.04 -5.12 0.22 0.448
C -6.56 -5.17 -1.20 -0.515
O -7.08 -3.85 -1.39 -0.347
C -6.40 -3.02 -0.56 0.554
O -6.44 -1.83 -0.61 -0.510
O -5.66 -3.73 0.33 -0.205
H -4.61 -6.01 1.55 0.327
H -5.11 -7.06 0.21 0.414
H -3.99 -5.70 -0.07 0.335
H -6.85 -5.30 0.94 0.221
H -7.35 -5.91 -1.34 0.326
H -5.77 -5.35 -1.93 0.308
C 3.87 -0.67 6.09 -0.859
C 4.12 0.78 5.75 0.511
C 4.38 1.67 6.94 -0.490
O 3.88 2.94 6.49 -0.346
C 2.92 2.70 5.56 0.613
O 2.17 3.51 5.14 -0.538
O 2.94 1.40 5.19 -0.292
H 3.78 -1.27 5.18 -0.164
H 4.68 -1.07 6.68 0.393
H 2.93 -0.78 6.64 0.355
H 4.92 0.86 5.01 0.232
H 5.43 1.75 7.19 0.324
H 3.82 1.37 7.82 0.303
C -3.47 -1.05 2.24 -1.317
C -3.14 -2.49 1.95 1.589
C -2.72 -3.32 3.15 -0.594
O -1.84 -4.29 2.57 -0.385
C -1.31 -3.73 1.45 0.593
O -0.38 -4.15 0.84 -0.634
O -1.97 -2.60 1.12 -0.061
H -3.84 -0.55 1.35 -0.020
H -4.22 -0.98 3.03 0.402
H -2.57 -0.51 2.56 0.459
H -3.97 -2.97 1.42 -0.577
H -3.56 -3.81 3.64 0.333
H -2.17 -2.73 3.88 0.360
```

As for the LUMO energy: 0.377 eV. Its SMILES is CCO[C@](C#N)(N=C(C)C)[C@@](C#N)(COO)C[C@H](C)F.C[C@@H]1COC(=O)O1.C[C@@H]1COC(=O)O1.C[C@@H]1COC(=O)O1.C[C@@H]1COC(=O)O1.C[C@@H]1COC(=O)O1. The total energy comes out at -79071.0885 eV. As for the multiplicity: 1. For the HOMO-LUMO gap, the calculation gives 9.34 eV.



[5]
Formula: C33H51BN2O5P2
Source: the Open Molecules 2025 dataset
Level of theory: ωB97M-V with the def2-TZVPD basis set

```
94
Properties=species:S:1:pos:R:3:mulliken_charge:R:1
C 3.13 1.97 0.22 -0.941
C 2.39 2.17 -1.19 -0.237
P 0.54 2.57 -1.09 0.121
C 0.16 3.25 -2.85 -0.760
P -0.72 0.80 -0.71 -0.162
C 0.45 -0.40 -1.61 -0.332
O 0.72 -0.03 -3.01 0.429
C 1.63 -0.95 -3.61 0.525
C 2.97 -1.42 -2.93 -0.219
C 3.97 -2.41 -3.57 0.605
C 5.31 -2.79 -2.74 -1.086
C 3.72 -3.00 -5.00 -0.717
C 2.42 -2.52 -5.71 -0.779
C 1.39 -1.54 -5.04 -0.090
C 0.12 -1.16 -5.95 0.179
C -1.28 -1.22 -5.16 -0.448
C 0.32 0.31 -6.62 -1.060
O -1.85 -0.51 -0.50 -0.296
C -1.53 -1.39 0.60 -0.808
C -2.07 -2.86 0.16 1.076
C -3.65 -2.90 -0.09 -1.454
C -1.53 -4.02 1.16 -0.912
C -0.65 -5.05 0.28 0.712
C -1.62 -6.04 -0.57 -1.253
C 0.30 -6.00 1.16 -1.291
B -2.14 1.72 -1.67 0.970
C -2.90 1.09 -2.97 -0.703
O -2.61 3.04 -1.25 -0.674
C -0.66 1.20 1.16 0.288
C 0.54 0.78 2.10 -0.027
C 0.30 1.22 3.57 -0.720
C -0.93 1.98 4.09 -0.331
N -1.99 2.32 3.21 -0.558
C -1.82 1.92 1.87 -0.322
H 4.24 2.28 0.12 0.362
H 2.61 2.47 1.11 0.254
H 3.17 0.83 0.42 0.150
H 2.88 3.10 -1.68 0.524
H 2.67 1.29 -1.86 0.042
H 1.13 3.81 -3.15 0.414
H -0.66 4.05 -2.85 0.320
H 0.02 2.43 -3.63 -0.090
H 1.41 -0.46 -0.97 -0.023
H 0.06 -1.49 -1.66 0.431
H 3.21 -1.03 -1.88 -0.173
H 6.23 -2.29 -3.20 0.283
H 5.14 -2.40 -1.67 0.294
H 5.40 -3.94 -2.71 0.314
H 4.44 -3.74 -5.51 0.284
H 2.23 -2.92 -6.76 0.267
H 0.01 -1.88 -6.85 0.487
H -1.09 -1.80 -4.19 0.014
H -1.61 -0.14 -4.99 -0.140
H -2.12 -1.70 -5.80 0.325
H -0.21 0.35 -7.65 0.327
H -0.17 1.13 -5.98 0.175
H 1.44 0.55 -6.71 0.289
H -2.10 -1.15 1.57 0.248
H -0.40 -1.54 0.78 0.273
H -1.57 -3.06 -0.86 -0.288
H -3.89 -2.38 -1.09 0.192
H -4.26 -2.49 0.78 0.305
H -3.92 -4.02 -0.28 0.428
H -0.83 -3.53 1.93 0.268
H -2.36 -4.61 1.67 0.390
H 0.00 -4.51 -0.50 0.096
H -2.42 -6.52 0.10 0.288
H -0.97 -6.88 -1.00 0.384
H -2.08 -5.47 -1.45 0.270
H -0.25 -6.90 1.61 0.265
H 1.10 -6.45 0.45 0.334
H 0.88 -5.46 1.98 0.340
H -2.71 -0.03 -3.01 -0.011
H -2.56 1.67 -3.90 0.215
H -4.03 1.24 -2.77 0.384
H -3.50 3.17 -1.66 0.295
H 1.45 0.22 1.71 0.480
H 1.12 0.95 4.33 0.280
H -1.02 2.29 5.20 0.437
H -2.71 2.18 1.17 0.269
C -1.37 4.80 6.70 -0.427
C -2.07 5.16 7.85 -0.494
C -1.37 5.54 8.99 -0.318
C 0.02 5.57 8.97 0.047
C 0.72 5.20 7.82 -0.304
C 0.02 4.82 6.69 -0.443
N 0.76 5.99 10.17 0.987
O 0.11 6.28 11.16 -0.594
O 1.98 6.03 10.10 -0.593
H -1.92 4.51 5.81 0.471
H -3.15 5.14 7.85 0.380
H -1.93 5.82 9.88 0.428
H 1.81 5.22 7.80 0.427
H 0.56 4.54 5.79 0.432
```

As for the LUMO energy: -0.494 eV. Its SMILES is CCP(C)P(COc1cc(C)ccc1C(C)C)(OC[C@H](C)CC(C)C)(B(C)O)c1cccnc1.O=[N+]([O-])c1ccccc1. The total energy comes out at -67506.5826 eV. As for the multiplicity: 1. For the HOMO-LUMO gap, the calculation gives 7.06 eV.